Molecular formula: C56H136O28S4
Method: DFT, ωB97M-V with the def2-TZVPD basis set

Results
- E_tot: -5914.02410 a.u.
- Energy above the lowest of the compared OMol25 structures with the same formula, charge and spin: 0.00 kcal/mol
- Lowest unoccupied orbital energy: 0.406 eV
- F_max: 3.60 eV Å⁻¹

Last column: Löwdin charge in e.
Atoms and positions in Å:
1 C 2.11937 -3.61227 -3.87466  -0.062
2 O 3.16930 -3.71898 -2.88804  -0.180
3 C 4.33571 -3.20928 -3.48803  -0.218
4 C 5.55650 -3.24419 -2.58101  -0.172
5 O 5.40860 -2.37193 -1.45443  -0.150
6 C 6.62250 -1.93510 -0.86703  -0.216
7 C 6.31972 -0.85363 0.10095  -0.180
8 O 5.91510 0.36085 -0.57322  -0.213
9 C 5.37929 1.42185 0.15349  -0.097
10 H 2.31386 -4.22825 -4.73221  0.087
11 H 1.96031 -2.53760 -4.17712  0.105
12 H 1.23267 -4.03376 -3.44391  0.052
13 H 4.19329 -2.16429 -3.75289  0.110
14 H 4.61633 -3.74451 -4.42276  0.140
15 H 6.43481 -2.98450 -3.17727  0.123
16 H 5.75611 -4.23422 -2.17848  0.126
17 H 7.29600 -1.46071 -1.62485  0.133
18 H 7.21570 -2.76427 -0.38496  0.146
19 H 7.22042 -0.60151 0.66437  0.124
20 H 5.56693 -1.18397 0.88328  0.144
21 H 4.40567 1.14960 0.53141  0.068
22 H 5.32080 2.23241 -0.52774  0.077
23 H 6.02242 1.77142 0.97259  0.095
24 C 0.92027 4.08942 4.49053  -0.072
25 O 2.32539 4.06684 4.74039  -0.189
26 C 2.72425 5.04356 5.69115  -0.213
27 C 4.17455 4.94598 5.80024  -0.218
28 O 4.51860 3.66733 6.26744  -0.177
29 C 4.65566 3.45477 7.67144  -0.161
30 C 6.04719 2.94210 7.99900  -0.207
31 O 7.01198 3.94316 7.93236  -0.173
32 C 7.41459 4.47192 6.68289  -0.083
33 H 0.80740 3.43709 3.61220  0.091
34 H 0.68744 5.10810 4.28544  0.069
35 H 0.38184 3.77329 5.36114  0.064
36 H 2.21758 4.90642 6.64037  0.135
37 H 2.52579 6.04738 5.28629  0.136
38 H 4.58285 5.74290 6.47835  0.140
39 H 4.73471 4.99456 4.86661  0.139
40 H 3.91723 2.70179 7.94254  0.115
41 H 4.48872 4.35876 8.30290  0.144
42 H 6.29419 2.14885 7.34188  0.111
43 H 6.18089 2.53428 8.95322  0.114
44 H 7.28531 3.76396 5.89060  0.088
45 H 8.46057 4.71466 6.75777  0.081
46 H 6.91684 5.43181 6.60355  0.079
47 C -2.06545 5.68538 -3.67846  -0.120
48 O -1.17970 4.69824 -4.09416  -0.166
49 C -0.38114 4.18355 -3.02010  -0.188
50 C -1.04930 3.29019 -2.05156  -0.224
51 O -1.72046 4.04090 -1.07797  -0.126
52 C -2.51847 3.17699 -0.34851  -0.227
53 C -3.03080 3.85474 0.87253  -0.199
54 O -2.06937 4.05437 1.88695  -0.190
55 C -1.34780 5.31540 1.88420  -0.061
56 H -2.95818 5.31456 -3.19418  0.078
57 H -2.40224 6.26199 -4.51221  0.079
58 H -1.45401 6.33080 -3.02571  0.097
59 H 0.13941 4.98234 -2.48030  0.131
60 H 0.40396 3.58011 -3.49807  0.122
61 H -0.26740 2.70518 -1.55884  0.111
62 H -1.76001 2.62730 -2.58369  0.128
63 H -1.91763 2.38228 0.07162  0.108
64 H -3.30372 2.82292 -0.99568  0.128
65 H -3.72560 3.05404 1.28729  0.129
66 H -3.56024 4.77800 0.79008  0.121
67 H -0.82111 5.50622 0.95059  0.082
68 H -0.60559 5.15853 2.65727  0.044
69 H -1.98183 6.15526 2.27328  0.102
70 C 1.40829 -6.43618 6.19104  -0.118
71 O 2.15952 -5.31516 6.62868  -0.175
72 C 2.30440 -4.28894 5.64264  -0.187
73 C 1.20947 -3.30675 5.73241  -0.203
74 O 1.32767 -2.54971 6.93381  -0.122
75 C 0.08797 -2.01308 7.35085  -0.201
76 C -0.41980 -0.68206 6.84234  -0.191
77 O 0.49418 0.35559 7.24102  -0.186
78 C 0.26981 1.47657 6.41503  -0.141
79 H 1.87628 -6.87327 5.27680  0.089
80 H 0.32567 -6.32322 5.99815  0.089
81 H 1.57296 -7.19092 6.97054  0.088
82 H 2.32075 -4.77166 4.67727  0.110
83 H 3.26453 -3.73469 5.72594  0.142
84 H 0.22136 -3.70189 5.75251  0.110
85 H 1.25514 -2.64026 4.87127  0.117
86 H 0.21123 -1.83079 8.45528  0.141
87 H -0.82037 -2.71468 7.24311  0.149
88 H -1.36862 -0.53077 7.38193  0.135
89 H -0.51255 -0.60757 5.74358  0.109
90 H 0.31604 1.23635 5.31406  0.088
91 H 1.04986 2.22029 6.58691  0.067
92 H -0.61289 1.99570 6.79239  0.095
93 C -0.44202 -6.37923 -3.98490  -0.121
94 O -0.54339 -6.13727 -5.37700  -0.206
95 C -1.86645 -5.75151 -5.81892  -0.200
96 C -1.71576 -4.82078 -6.96240  -0.185
97 O -1.33524 -3.49651 -6.48415  -0.178
98 C -2.49881 -2.59695 -6.46408  -0.174
99 C -2.80327 -1.80051 -7.70914  -0.213
100 O -1.83284 -0.84419 -8.03803  -0.192
101 C -0.57418 -1.40902 -8.36039  -0.104
102 H -1.13273 -7.20612 -3.74173  0.087
103 H -0.71190 -5.49022 -3.37959  0.074
104 H 0.60357 -6.77848 -3.91551  0.105
105 H -2.43731 -5.33050 -4.96545  0.135
106 H -2.36513 -6.64599 -6.16427  0.120
107 H -2.66634 -4.86232 -7.50559  0.125
108 H -0.93678 -5.19148 -7.62569  0.131
109 H -2.27406 -1.94292 -5.62959  0.090
110 H -3.39193 -3.17251 -6.14859  0.132
111 H -3.71527 -1.22518 -7.46144  0.118
112 H -2.90349 -2.46555 -8.63112  0.143
113 H -0.24714 -2.15669 -7.61579  0.078
114 H 0.10797 -0.55642 -8.45319  0.089
115 H -0.60901 -1.93427 -9.35996  0.099
116 C -3.93779 2.04279 -4.35548  -0.055
117 O -4.99751 2.25964 -5.34378  -0.160
118 C -5.32018 1.04812 -5.93634  -0.248
119 C -6.04284 0.00578 -5.11442  -0.191
120 O -7.30290 0.37673 -4.58772  -0.139
121 C -8.30598 0.39210 -5.58628  -0.170
122 C -9.61988 0.44759 -4.71529  -0.199
123 O -10.06765 -0.86772 -4.51399  -0.197
124 C -10.99752 -0.95738 -3.46108  -0.119
125 H -3.02316 1.85455 -4.86297  0.077
126 H -4.18543 1.24712 -3.66359  0.061
127 H -3.92183 3.00665 -3.83602  0.083
128 H -4.35426 0.63960 -6.24435  0.110
129 H -5.80727 1.25752 -6.88484  0.124
130 H -5.44066 -0.24591 -4.27336  0.085
131 H -6.15905 -0.87950 -5.81221  0.143
132 H -8.30841 -0.53319 -6.16224  0.120
133 H -8.21397 1.29022 -6.25954  0.135
134 H -10.41522 0.98268 -5.23295  0.117
135 H -9.29614 0.91987 -3.76526  0.133
136 H -11.53552 -1.92062 -3.57263  0.095
137 H -11.67720 -0.09309 -3.48957  0.086
138 H -10.49719 -0.97587 -2.49364  0.082
139 C -1.06540 -1.61085 2.78359  -0.149
140 O -2.07686 -1.33532 3.66747  -0.168
141 C -2.63574 -0.01523 3.49326  -0.137
142 C -3.74520 0.01151 2.45761  -0.199
143 O -4.92543 -0.26543 3.14925  -0.114
144 C -5.96818 -0.62773 2.24980  -0.195
145 C -7.24581 -0.79089 3.01123  -0.219
146 O -7.72338 0.50714 3.32019  -0.196
147 C -8.79822 0.47855 4.25493  -0.113
148 H -1.29456 -1.54562 1.74721  0.047
149 H -0.82584 -2.66473 2.90050  0.085
150 H -0.15013 -0.94961 2.86972  0.095
151 H -1.81210 0.66321 3.38884  0.106
152 H -3.17107 0.26204 4.40774  0.133
153 H -3.55833 -0.65376 1.63441  0.103
154 H -3.92405 0.96715 1.97079  0.110
155 H -5.88827 -1.56115 1.59910  0.148
156 H -6.03803 0.20492 1.53614  0.130
157 H -7.18445 -1.34919 3.92042  0.116
158 H -7.99759 -1.27528 2.32151  0.140
159 H -8.51583 0.03275 5.21594  0.086
160 H -9.70768 0.00736 3.86865  0.080
161 H -9.05321 1.57931 4.34538  0.106
162 C 1.73891 3.40706 0.42474  -0.130
163 O 1.62713 2.65969 1.52655  -0.184
164 C 0.87073 1.47781 1.50734  -0.166
165 C 1.62059 0.32993 0.83749  -0.168
166 O 1.88305 0.75420 -0.47609  -0.154
167 C 2.16504 -0.30358 -1.36391  -0.167
168 C 1.86240 0.17355 -2.75031  -0.250
169 O 0.51790 0.12762 -3.00365  -0.190
170 C 0.24733 0.45115 -4.33855  -0.080
171 H 2.30566 2.94066 -0.32708  0.066
172 H 2.11923 4.35313 0.72631  0.093
173 H 0.74267 3.58966 -0.05961  0.091
174 H -0.09693 1.72438 1.05043  0.118
175 H 0.64189 1.23551 2.55421  0.098
176 H 1.11444 -0.61811 0.83610  0.096
177 H 2.58978 0.25195 1.32946  0.099
178 H 1.58511 -1.20533 -1.07410  0.110
179 H 3.24059 -0.64088 -1.22143  0.139
180 H 2.42562 -0.49248 -3.42413  0.097
181 H 2.32281 1.18352 -2.84655  0.135
182 H 0.69832 1.46123 -4.56580  0.101
183 H -0.79211 0.55241 -4.47228  0.059
184 H 0.71432 -0.25196 -5.07705  0.107
185 C -2.42272 -0.45719 -1.29463  -0.273
186 S -2.86322 -1.79893 -2.31266  0.841
187 O -3.11626 -1.17945 -3.65035  -0.548
188 C -1.25215 -2.55955 -2.30560  -0.267
189 H -3.41008 0.03443 -1.24833  0.055
190 H -1.63575 0.15076 -1.65216  0.033
191 H -2.15623 -0.94156 -0.32585  0.056
192 H -1.06101 -3.28543 -1.46835  0.057
193 H -0.50933 -1.77729 -2.23741  0.022
194 H -1.06363 -2.94714 -3.31697  0.049
195 C 4.09024 1.47356 3.85751  -0.262
196 S 3.10235 0.11406 4.29053  0.810
197 O 3.64026 -1.06395 3.47709  -0.566
198 C 3.74704 -0.12710 5.90422  -0.251
199 H 5.12175 1.24289 4.01420  0.061
200 H 3.90773 2.21454 4.62925  0.023
201 H 3.71802 1.97523 2.94898  0.062
202 H 4.83227 -0.22680 5.79505  0.066
203 H 3.25156 -0.96589 6.45295  0.064
204 H 3.47992 0.72628 6.54139  0.049
205 C 2.83963 -3.22794 1.13506  -0.237
206 S 1.22712 -3.94553 0.87420  0.818
207 O 0.41096 -2.97256 0.13474  -0.548
208 C 1.68819 -5.16225 -0.24869  -0.262
209 H 2.72191 -2.44441 1.85898  0.005
210 H 3.22794 -2.82487 0.20700  0.054
211 H 3.49256 -3.82920 1.74075  0.063
212 H 2.62500 -5.53092 0.10545  0.053
213 H 1.81222 -4.70156 -1.20749  0.034
214 H 0.98086 -5.96170 -0.31596  0.052
215 C 5.76346 0.91364 -3.52964  -0.250
216 S 5.21532 1.07414 -5.24993  0.835
217 O 3.73020 0.76523 -5.27424  -0.553
218 C 5.47036 2.80341 -5.44246  -0.294
219 H 4.97622 1.17349 -2.85553  0.034
220 H 6.70975 1.44923 -3.27826  0.082
221 H 5.93184 -0.11444 -3.30359  0.013
222 H 6.44069 3.12466 -5.18383  0.030
223 H 4.83098 3.44669 -4.77264  0.090
224 H 5.36452 2.95580 -6.51213  0.046